Computed, not measured: C23H22ClN7O2 in the gas phase at a distorted geometry, with ωB97M-V with the def2-TZVPD basis set.

As for the strongest force on any atom: 1.5 eV/Å. Its HOMO-LUMO gap is 0.336 hartree. The calculation puts the HOMO energy at -0.3118 hartree. The total energy comes out at -1883.601093 Ha. As for the spin multiplicity: 1. Its structure (SMILES) is O=C(c1ccco1)N1CCN(c2nc(C3CC3)nc3c2nnn3Cc2ccccc2Cl)CC1.

Positions of all 55 atoms, in Å:
1 O 0.30 -2.88 -5.44
2 C -0.16 -1.80 -5.07
3 C -1.26 -1.19 -5.84
4 C -1.82 -1.72 -6.98
5 C -2.84 -0.83 -7.37
6 C -2.83 0.17 -6.45
7 O -1.88 -0.04 -5.52
8 N 0.33 -1.16 -3.98
9 C -0.17 0.10 -3.45
10 C 0.66 0.53 -2.24
11 N 0.68 -0.52 -1.26
12 C 0.31 -0.34 0.02
13 N 0.29 -1.41 0.82
14 C -0.07 -1.29 2.10
15 C -0.06 -2.52 2.90
16 C 1.00 -3.56 2.64
17 C -0.41 -3.83 2.25
18 N -0.44 -0.18 2.73
19 C -0.42 0.89 1.94
20 C -0.06 0.91 0.58
21 N -0.19 2.19 0.14
22 N -0.59 2.91 1.10
23 N -0.75 2.17 2.21
24 C -1.18 2.74 3.46
25 C 0.00 2.96 4.38
26 C 0.63 1.86 4.95
27 C 1.73 2.01 5.77
28 C 2.22 3.28 6.05
29 C 1.61 4.39 5.49
30 C 0.51 4.22 4.65
31 Cl -0.22 5.64 3.97
32 C 0.95 -1.86 -1.73
33 C 1.35 -1.82 -3.20
34 H -1.52 -2.63 -7.45
35 H -3.49 -0.93 -8.22
36 H -3.43 1.05 -6.34
37 H -1.21 -0.02 -3.14
38 H -0.12 0.88 -4.21
39 H 1.69 0.76 -2.56
40 H 0.23 1.43 -1.80
41 H -0.37 -2.36 3.92
42 H 1.70 -3.35 1.85
43 H 1.42 -4.08 3.49
44 H -0.65 -3.80 1.20
45 H -0.99 -4.54 2.82
46 H -1.67 3.68 3.23
47 H -1.88 2.04 3.93
48 H 0.25 0.87 4.72
49 H 2.20 1.14 6.21
50 H 3.07 3.41 6.69
51 H 1.98 5.38 5.69
52 H 1.75 -2.31 -1.13
53 H 0.05 -2.48 -1.60
54 H 1.45 -2.83 -3.60
55 H 2.31 -1.31 -3.32

Computed, not measured: a molecular structure, C23H22I2N2O3Tl at a distorted geometry, with ωB97M-V with the def2-TZVPD basis set.

As for the strongest force on any atom: 1.3 eV/Å. Its HOMO-LUMO gap (alpha / beta) is 0.240 / 0.193 hartree. The calculation puts the HOMO energy (alpha / beta) at -0.4371 / -0.4133 hartree. As for the charge: +1. The total energy comes out at -1992.489557 Ha. As for the relative energy (zero: lowest compared OMol25 entry of this formula, charge and spin): 0.651 eV. As for the spin multiplicity: 1.

Positions of all 53 atoms, in Å:
1 Tl 1.93 -2.27 0.37
2 I -5.10 0.26 -2.55
3 C -3.37 -0.84 -2.19
4 C -3.48 -2.19 -1.84
5 C -2.34 -2.90 -1.58
6 I -2.42 -4.91 -1.03
7 C -1.02 -2.30 -1.64
8 O 0.01 -2.94 -1.35
9 C -0.96 -0.90 -2.02
10 C 0.38 -0.23 -2.08
11 N 0.84 0.12 -0.72
12 C 1.84 1.19 -0.75
13 C 3.20 0.70 -1.20
14 C 3.99 1.42 -2.08
15 C 5.26 0.96 -2.37
16 C 5.70 -0.21 -1.79
17 C 4.84 -0.89 -0.94
18 N 3.62 -0.44 -0.65
19 C -2.11 -0.21 -2.28
20 H -4.45 -2.66 -1.78
21 H 1.11 -0.90 -2.53
22 H 0.30 0.67 -2.70
23 H 0.05 0.44 -0.17
24 H 1.52 2.02 -1.39
25 H 1.95 1.58 0.27
26 H 3.60 2.33 -2.54
27 H 5.90 1.52 -3.04
28 H 6.69 -0.61 -2.00
29 H 5.13 -1.82 -0.47
30 H -2.06 0.84 -2.57
31 C -3.50 1.99 0.16
32 C -2.47 1.32 1.04
33 C -1.31 1.99 1.40
34 C -0.36 1.40 2.24
35 C 0.87 2.15 2.68
36 C -0.65 0.12 2.67
37 C -1.79 -0.60 2.36
38 C -2.04 -1.99 2.89
39 C -2.70 0.04 1.53
40 C 0.53 -0.64 3.54
41 O 0.47 -0.35 4.71
42 O 1.18 -1.30 2.74
43 H -3.04 2.75 -0.47
44 H -4.26 2.46 0.78
45 H -4.00 1.26 -0.48
46 H -1.13 3.00 1.04
47 H 0.97 3.09 2.15
48 H 1.77 1.55 2.52
49 H 0.81 2.36 3.75
50 H -1.20 -2.65 2.66
51 H -2.95 -2.40 2.47
52 H -2.15 -1.96 3.98
53 H -3.62 -0.48 1.27

Computed, not measured: a molecular structure, C23H22IN4O10STeY, with ωB97M-V with the def2-TZVPD basis set.

As for the strongest force on any atom: 0.7 eV/Å. Its HOMO-LUMO gap is 0.194 hartree. The calculation puts the HOMO energy at -0.0565 hartree. As for the charge: -2. The total energy comes out at -2863.594864 Ha. As for the relative energy (zero: lowest compared OMol25 entry of this formula, charge and spin): 1.454 eV. As for the spin multiplicity: 1.

Positions of all 63 atoms, in Å:
1 Y 1.34 0.09 -0.12
2 O 3.59 3.21 1.59
3 C 2.55 2.78 1.11
4 O 2.44 2.06 0.05
5 C 1.22 3.18 1.79
6 C 0.06 3.17 0.80
7 C -1.18 3.86 1.38
8 C -1.70 2.80 2.38
9 C -0.63 1.72 2.24
10 O -0.34 1.77 0.83
11 C 0.69 2.19 2.89
12 C 1.53 0.95 3.18
13 O 1.62 0.57 4.36
14 O 2.00 0.36 2.16
15 H 1.38 4.17 2.23
16 H 0.30 3.45 -0.22
17 H -1.90 4.06 0.59
18 H -0.92 4.81 1.86
19 H -2.67 2.41 2.07
20 H -1.78 3.16 3.40
21 H -0.93 0.71 2.51
22 H 0.50 2.71 3.83
23 O 0.08 -1.28 1.25
24 C -1.13 -1.58 1.55
25 C -1.50 -1.86 2.89
26 C -2.80 -2.14 3.24
27 C -3.81 -2.17 2.27
28 C -3.47 -1.93 0.95
29 C -2.16 -1.65 0.57
30 C -1.80 -1.48 -0.83
31 N -0.80 -0.80 -1.35
32 C -0.83 -1.01 -2.71
33 C -1.87 -1.83 -3.03
34 N -2.48 -2.12 -1.83
35 H -0.71 -1.81 3.64
36 H -3.05 -2.33 4.28
37 H -4.84 -2.37 2.55
38 H -4.25 -1.92 0.20
39 H -0.11 -0.55 -3.36
40 H -2.22 -2.20 -3.97
41 H -3.23 -2.76 -1.67
42 N 4.46 -3.08 0.24
43 C 3.73 -2.12 0.86
44 O 3.75 -0.96 0.48
45 C 2.97 -2.49 2.12
46 I 1.95 -4.37 2.04
47 H 4.75 -2.83 -0.70
48 H 4.15 -4.04 0.35
49 H 2.23 -1.72 2.33
50 H 3.66 -2.56 2.95
51 O 1.71 -2.28 -1.02
52 N 2.42 -1.91 -2.00
53 O 2.90 -2.72 -2.78
54 O 2.62 -0.68 -2.11
55 Te 0.90 2.38 -2.70
56 C -0.29 1.79 -4.35
57 C 0.07 1.06 -5.45
58 C -1.01 0.75 -6.32
59 C -2.20 1.25 -5.88
60 S -1.98 2.11 -4.41
61 H 1.09 0.73 -5.61
62 H -0.91 0.17 -7.23
63 H -3.17 1.16 -6.35

Computed, not measured: C23H22N2O3 in the gas phase, with ωB97M-V with the def2-TZVPD basis set.

As for the strongest force on any atom: 0.6 eV/Å. Its HOMO-LUMO gap is 0.347 hartree. The calculation puts the HOMO energy at -0.3193 hartree. The total energy comes out at -1224.922119 Ha. As for the relative energy (zero: lowest compared OMol25 entry of this formula, charge and spin): 1.241 eV. As for the spin multiplicity: 1. Its structure (SMILES) is COc1ccccc1NC(=O)[C@@H](NC(=O)c1ccc(C)cc1)c1ccccc1.

Positions of all 50 atoms, in Å:
1 C -3.87 -1.18 1.95
2 O -4.36 -0.61 0.75
3 C -3.87 0.56 0.26
4 C -4.60 1.05 -0.83
5 C -4.25 2.22 -1.46
6 C -3.16 2.95 -1.02
7 C -2.43 2.48 0.06
8 C -2.76 1.29 0.70
9 N -1.91 0.87 1.76
10 C -0.65 0.40 1.62
11 O 0.05 0.14 2.58
12 C -0.17 0.15 0.19
13 N 1.25 -0.10 0.23
14 C 2.10 0.51 -0.64
15 O 1.70 1.14 -1.60
16 C 3.54 0.31 -0.34
17 C 4.04 0.21 0.95
18 C 5.40 0.06 1.17
19 C 6.29 0.02 0.10
20 C 7.76 -0.15 0.33
21 C 5.79 0.13 -1.19
22 C 4.44 0.29 -1.41
23 C -0.94 -1.03 -0.37
24 C -0.89 -2.26 0.27
25 C -1.61 -3.34 -0.21
26 C -2.39 -3.19 -1.35
27 C -2.44 -1.97 -2.00
28 C -1.72 -0.89 -1.51
29 H -2.82 -1.47 1.87
30 H -4.02 -0.52 2.80
31 H -4.47 -2.08 2.09
32 H -5.44 0.47 -1.16
33 H -4.83 2.57 -2.30
34 H -2.88 3.88 -1.50
35 H -1.58 3.04 0.42
36 H -2.21 1.03 2.71
37 H -0.34 1.03 -0.45
38 H 1.59 -0.52 1.08
39 H 3.38 0.27 1.81
40 H 5.77 -0.01 2.18
41 H 8.32 0.64 -0.17
42 H 8.00 -0.13 1.39
43 H 8.10 -1.10 -0.08
44 H 6.47 0.11 -2.03
45 H 4.04 0.39 -2.41
46 H -0.28 -2.37 1.16
47 H -1.56 -4.29 0.30
48 H -2.96 -4.03 -1.72
49 H -3.05 -1.85 -2.88
50 H -1.75 0.06 -2.02

Computed, not measured: C23H22N2O4 in the gas phase at a distorted geometry, with ωB97M-V with the def2-TZVPD basis set.

As for the strongest force on any atom: 1.2 eV/Å. Its HOMO-LUMO gap is 0.285 hartree. The calculation puts the HOMO energy at -0.2946 hartree. The total energy comes out at -1300.106062 Ha. As for the relative energy (zero: lowest compared OMol25 entry of this formula, charge and spin): 2.532 eV. As for the spin multiplicity: 1. Its structure (SMILES) is CCOC(=O)/C(C#N)=C/c1cn(CCOc2ccc(OC)cc2)c2ccccc12.

Positions of all 51 atoms, in Å:
1 C -7.64 -0.46 -2.08
2 C -7.48 -0.29 -0.58
3 O -6.20 0.24 -0.24
4 C -5.19 -0.63 -0.17
5 O -5.29 -1.82 -0.34
6 C -3.92 0.05 0.17
7 C -3.96 1.44 0.32
8 N -3.99 2.59 0.44
9 C -2.79 -0.71 0.31
10 C -1.48 -0.29 0.63
11 C -1.01 1.00 0.86
12 N 0.31 0.98 1.15
13 C 1.12 2.15 1.31
14 C 1.40 2.80 -0.06
15 O 1.87 1.88 -1.00
16 C 3.10 1.29 -0.82
17 C 3.33 0.12 -1.52
18 C 4.53 -0.56 -1.42
19 C 5.53 -0.07 -0.59
20 O 6.74 -0.67 -0.39
21 C 7.02 -1.87 -1.08
22 C 5.31 1.11 0.11
23 C 4.11 1.79 0.00
24 C 0.76 -0.32 1.09
25 C 2.03 -0.85 1.32
26 C 2.18 -2.22 1.19
27 C 1.11 -3.04 0.85
28 C -0.16 -2.53 0.65
29 C -0.34 -1.15 0.77
30 H -6.93 -1.20 -2.45
31 H -7.46 0.49 -2.59
32 H -8.65 -0.79 -2.31
33 H -7.61 -1.25 -0.07
34 H -8.20 0.44 -0.19
35 H -2.93 -1.77 0.15
36 H -1.56 1.92 0.85
37 H 0.60 2.87 1.94
38 H 2.06 1.86 1.79
39 H 2.08 3.65 0.06
40 H 0.46 3.16 -0.49
41 H 2.54 -0.26 -2.16
42 H 4.66 -1.47 -1.98
43 H 6.32 -2.66 -0.80
44 H 8.03 -2.15 -0.77
45 H 7.00 -1.72 -2.16
46 H 6.10 1.49 0.74
47 H 3.99 2.71 0.55
48 H 2.87 -0.23 1.58
49 H 3.15 -2.66 1.35
50 H 1.27 -4.11 0.76
51 H -0.98 -3.17 0.40

Computed, not measured: C23H22N4O in the gas phase at a distorted geometry, with ωB97M-V with the def2-TZVPD basis set.

As for the strongest force on any atom: 9.0 eV/Å. Its HOMO-LUMO gap is 0.289 hartree. The calculation puts the HOMO energy at -0.3094 hartree. The total energy comes out at -1183.760022 Ha. As for the relative energy (zero: lowest compared OMol25 entry of this formula, charge and spin): 5.503 eV. As for the spin multiplicity: 1. Its structure (SMILES) is C[C@@H](COc1ccccc1)N(C)c1nc(-c2cccnc2)nc2ccccc12.

Positions of all 50 atoms, in Å:
1 C 1.77 0.49 -1.01
2 C 0.69 -0.48 -0.35
3 C 1.03 -1.98 -0.55
4 O 1.06 -2.49 -1.89
5 C 0.02 -2.40 -2.74
6 C -1.28 -2.60 -2.30
7 C -2.33 -2.45 -3.17
8 C -2.08 -1.93 -4.48
9 C -0.78 -1.71 -4.91
10 C 0.35 -1.84 -4.02
11 N 0.56 -0.35 1.11
12 C 1.64 -0.39 2.03
13 C -0.61 0.17 1.60
14 N -0.57 1.57 1.69
15 C -1.53 2.12 2.23
16 C -1.30 3.49 2.69
17 C -0.36 4.35 2.24
18 C -0.22 5.55 2.96
19 C -1.03 5.87 3.92
20 N -1.98 5.08 4.36
21 C -2.16 3.82 3.83
22 N -2.65 1.42 2.48
23 C -2.69 0.12 2.27
24 C -3.89 -0.56 2.51
25 C -4.09 -1.90 2.50
26 C -2.95 -2.69 2.15
27 C -1.71 -2.06 1.86
28 C -1.69 -0.65 1.94
29 H 1.89 0.32 -2.08
30 H 1.57 1.53 -0.82
31 H 2.74 0.35 -0.48
32 H -0.26 -0.24 -0.91
33 H 0.45 -2.73 0.03
34 H 1.97 -2.04 -0.04
35 H -1.41 -3.05 -1.38
36 H -3.36 -2.64 -2.81
37 H -2.97 -1.71 -5.16
38 H -0.56 -1.32 -5.91
39 H 1.36 -1.62 -4.41
40 H 2.61 -0.22 1.51
41 H 1.68 -1.41 2.54
42 H 1.43 0.33 2.85
43 H 0.27 4.03 1.40
44 H 0.43 6.36 2.77
45 H -0.85 6.77 4.41
46 H -2.82 3.11 4.27
47 H -4.81 0.14 2.75
48 H -5.08 -2.24 2.78
49 H -3.10 -3.72 2.32
50 H -0.78 -2.59 1.93

Computed, not measured: a molecular structure, C23H22N5S7SeYb at a distorted geometry, with ωB97M-V with the def2-TZVPD basis set.

As for the strongest force on any atom: 3.3 eV/Å. Its HOMO-LUMO gap (alpha / beta) is 0.212 / 0.198 hartree. The calculation puts the HOMO energy (alpha / beta) at -0.0640 / -0.0640 hartree. As for the charge: -2. The total energy comes out at -7510.990010 Ha. As for the relative energy (zero: lowest compared OMol25 entry of this formula, charge and spin): 0.051 eV. As for the spin multiplicity: 2.

Positions of all 59 atoms, in Å:
1 Yb -2.86 -9.96 13.97
2 S 3.28 -13.76 16.43
3 C 1.91 -13.00 15.88
4 S 0.89 -13.56 14.62
5 C -0.21 -12.23 14.62
6 C 0.01 -11.22 15.50
7 S -0.75 -9.71 15.65
8 S 1.35 -11.54 16.58
9 S -1.50 -12.30 13.45
10 S -4.29 -11.10 16.89
11 C -3.65 -12.58 16.56
12 N -4.18 -13.39 15.61
13 C -3.63 -14.59 15.25
14 C -2.54 -15.08 15.87
15 C -1.95 -14.34 16.92
16 C -2.45 -13.09 17.26
17 H -4.78 -12.87 14.99
18 H -4.02 -15.03 14.38
19 H -2.03 -16.01 15.58
20 H -0.96 -14.71 17.29
21 H -2.06 -12.44 17.97
22 Se -0.79 -3.49 10.88
23 N -1.25 -4.63 12.18
24 C -1.56 -5.87 11.75
25 C -1.42 -6.33 10.41
26 C -1.72 -7.65 10.09
27 C -2.20 -8.52 11.04
28 N -2.43 -8.11 12.29
29 C -2.19 -6.85 12.61
30 N -2.61 -6.42 13.90
31 H -1.05 -5.68 9.68
32 H -1.61 -7.95 9.02
33 H -2.39 -9.58 10.84
34 C -3.43 -5.22 16.13
35 C -3.77 -6.69 15.88
36 C -5.31 -6.86 15.68
37 C -3.25 -7.52 17.05
38 N -3.17 -7.27 14.65
39 H -3.97 -4.88 17.01
40 H -3.66 -4.61 15.29
41 H -2.36 -5.19 16.26
42 H -5.82 -6.72 16.65
43 H -5.58 -7.85 15.33
44 H -5.61 -6.08 15.00
45 H -3.84 -7.12 17.89
46 H -2.20 -7.31 17.27
47 H -3.43 -8.55 16.95
48 S -5.44 -11.10 13.26
49 C -5.73 -12.61 12.35
50 C -7.05 -13.04 12.09
51 C -7.29 -14.27 11.49
52 C -6.26 -15.13 11.13
53 C -4.95 -14.65 11.26
54 C -4.69 -13.40 11.88
55 H -7.85 -12.33 12.26
56 H -8.36 -14.46 11.34
57 H -6.49 -16.06 10.65
58 H -4.15 -15.20 10.80
59 H -3.70 -12.98 11.97

Computed, not measured: a molecular structure, C23H23BN7Sm at a distorted geometry, with ωB97M-V with the def2-TZVPD basis set.

As for the strongest force on any atom: 3.9 eV/Å. Its HOMO-LUMO gap (alpha / beta) is 0.231 / 0.233 hartree. The calculation puts the HOMO energy (alpha / beta) at -0.4996 / -0.4996 hartree. As for the charge: +2. The total energy comes out at -1955.946563 Ha. As for the relative energy (zero: lowest compared OMol25 entry of this formula, charge and spin): 0.706 eV. As for the spin multiplicity: 6.

Positions of all 55 atoms, in Å:
1 Sm 0.41 -0.59 -0.31
2 C -2.67 -2.17 -1.68
3 C -2.72 -2.30 -0.20
4 C -3.89 -2.72 0.47
5 C -3.97 -2.73 1.85
6 C -2.90 -2.24 2.56
7 C -1.68 -1.88 1.87
8 N -1.59 -1.90 0.48
9 C -0.57 -1.35 2.62
10 C -0.62 -1.24 4.03
11 C 0.39 -0.62 4.71
12 C 1.50 -0.09 4.03
13 C 1.57 -0.23 2.65
14 N 0.58 -0.92 1.96
15 C 2.66 0.33 1.90
16 C 3.77 0.92 2.56
17 C 4.76 1.55 1.83
18 C 4.68 1.57 0.45
19 C 3.57 1.03 -0.20
20 C 3.41 1.12 -1.68
21 N 2.60 0.35 0.51
22 H -3.30 -2.93 -2.13
23 H -1.61 -2.28 -2.02
24 H -3.07 -1.18 -1.96
25 H -4.76 -2.94 -0.10
26 H -4.88 -3.12 2.32
27 H -2.90 -2.16 3.63
28 H -1.49 -1.58 4.59
29 H 0.34 -0.53 5.79
30 H 2.29 0.42 4.58
31 H 3.89 0.82 3.64
32 H 5.62 2.02 2.32
33 H 5.51 1.98 -0.12
34 H 4.36 1.48 -2.08
35 H 2.61 1.84 -1.93
36 H 3.23 0.11 -2.11
37 B -1.30 1.80 -3.09
38 N -0.40 0.64 -3.43
39 C -0.17 0.32 -4.73
40 C 0.61 -0.85 -4.78
41 C 0.85 -1.16 -3.41
42 N 0.18 -0.30 -2.58
43 N -1.49 1.91 -1.59
44 C -2.33 2.83 -1.03
45 C -2.05 2.91 0.33
46 C -1.00 1.98 0.54
47 N -0.67 1.34 -0.60
48 H -2.36 1.69 -3.66
49 H -0.83 2.82 -3.56
50 H -0.58 0.92 -5.55
51 H 0.99 -1.38 -5.63
52 H 1.48 -1.95 -3.01
53 H -3.06 3.40 -1.62
54 H -2.58 3.47 1.12
55 H -0.41 1.76 1.45

Computed, not measured: a molecular structure, C23H23BaN3O4S at a distorted geometry, with ωB97M-V with the def2-TZVPD basis set.

As for the strongest force on any atom: 8.3 eV/Å. Its HOMO-LUMO gap is 0.239 hartree. The calculation puts the HOMO energy at -0.2356 hartree. The total energy comes out at -1778.999695 Ha. As for the relative energy (zero: lowest compared OMol25 entry of this formula, charge and spin): 2.309 eV. As for the spin multiplicity: 1.

Positions of all 55 atoms, in Å:
1 Ba 0.48 -0.54 0.18
2 C -3.19 2.83 0.21
3 C -4.41 2.17 0.27
4 C -4.42 0.79 0.30
5 C -3.23 0.04 0.29
6 C -1.97 0.68 0.26
7 C -2.02 2.08 0.21
8 C -3.32 -1.44 0.28
9 C -4.59 -2.08 0.17
10 C -4.69 -3.44 0.15
11 C -3.52 -4.22 0.22
12 C -3.55 -5.63 0.18
13 C -2.39 -6.35 0.25
14 C -1.16 -5.67 0.38
15 C -1.11 -4.31 0.43
16 C -2.29 -3.53 0.34
17 N -2.21 -2.16 0.36
18 H -3.16 3.91 0.16
19 H -5.34 2.72 0.29
20 H -5.39 0.31 0.34
21 H -1.09 2.64 0.16
22 H -5.49 -1.50 0.11
23 H -5.66 -3.91 0.07
24 H -4.50 -6.14 0.10
25 H -2.40 -7.43 0.22
26 H -0.24 -6.24 0.44
27 H -0.17 -3.80 0.55
28 C 2.49 6.42 0.14
29 C 2.09 4.97 0.10
30 C 1.87 4.30 -1.10
31 C 1.46 2.98 -1.06
32 N 1.27 2.30 0.06
33 C 1.50 2.93 1.21
34 C 1.91 4.25 1.28
35 H 2.59 6.83 -0.86
36 H 3.44 6.54 0.67
37 H 1.74 7.00 0.68
38 H 2.01 4.81 -2.04
39 H 1.26 2.44 -1.98
40 H 1.32 2.36 2.12
41 H 2.07 4.73 2.24
42 O 1.21 -1.78 -1.52
43 N 1.85 -2.51 -0.74
44 O 2.82 -3.16 -1.16
45 O 1.52 -2.57 0.46
46 C 5.03 -1.44 -0.01
47 S 3.67 -0.57 -0.82
48 C 4.68 0.89 -1.25
49 O 2.80 -0.12 0.31
50 H 5.79 -1.66 -0.75
51 H 4.63 -2.36 0.39
52 H 5.41 -0.80 0.79
53 H 5.40 0.56 -2.00
54 H 5.17 1.28 -0.37
55 H 4.02 1.64 -1.68